DFT (wB97M-V/def2-TZVPD) results for C4H12BeN4O16 as an isolated structure.

Atoms and positions in Å:
1 Be -5.989 -12.391 3.605
2 N -2.984 -11.687 5.534
3 O -2.444 -10.579 5.290
4 O -2.585 -12.437 6.409
5 O -3.963 -12.004 4.800
6 N -6.184 -12.312 7.009
7 O -5.459 -13.236 7.350
8 O -6.749 -12.312 5.866
9 O -6.363 -11.339 7.767
10 N -6.912 -9.945 2.357
11 O -6.222 -9.922 3.396
12 O -7.186 -11.080 1.886
13 O -7.138 -8.923 1.713
14 N -5.687 -15.683 5.150
15 O -6.886 -15.910 5.404
16 O -5.344 -14.760 4.368
17 O -4.806 -16.345 5.719
18 C -10.487 -11.870 3.247
19 C -9.272 -12.009 4.164
20 O -8.396 -13.009 3.667
21 O -11.461 -12.909 3.435
22 H -10.098 -11.953 2.228
23 H -10.995 -10.916 3.367
24 H -9.586 -12.251 5.184
25 H -8.735 -11.067 4.277
26 H -8.786 -13.862 3.881
27 H -11.016 -13.747 3.280
28 C -3.809 -13.257 1.571
29 C -4.958 -13.796 0.781
30 O -6.141 -13.820 1.567
31 O -3.992 -11.935 2.006
32 H -2.872 -13.374 1.016
33 H -3.652 -13.844 2.487
34 H -4.740 -14.851 0.563
35 H -5.123 -13.347 -0.204
36 H -6.946 -14.118 1.145
37 H -3.316 -11.316 1.733

Values from the calculation:
Charge: -2
HOMO level: -2.3 eV
Lowest unoccupied orbital energy: 0.1541 hartree
Calculated total energy: -1596.743663 Ha